No. 1
{
  "formula": "C36H83N5O8",
  "method": "ωB97M-V/def2-TZVPD",
  "elements": ["C", "C", "C", "C", "C", "C", "N", "O", "C", "C", "C", "H", "H", "H", "H", "H", "H", "H", "H", "H", "H", "H", "H", "H", "H", "H", "H", "H", "H", "H", "C", "C", "C", "C", "C", "C", "N", "O", "C", "C", "C", "H", "H", "H", "H", "H", "H", "H", "H", "H", "H", "H", "H", "H", "H", "H", "H", "H", "H", "H", "C", "O", "C", "C", "N", "C", "C", "O", "C", "H", "H", "H", "H", "H", "H", "H", "H", "H", "H", "H", "H", "H", "H", "H", "C", "O", "C", "C", "N", "C", "C", "O", "C", "H", "H", "H", "H", "H", "H", "H", "H", "H", "H", "H", "H", "H", "H", "H", "C", "O", "C", "C", "N", "C", "C", "O", "C", "H", "H", "H", "H", "H", "H", "H", "H", "H", "H", "H", "H", "H", "H", "H"],
  "positions_angstrom": [[-15.33, -1.78, 12.88], [-15.84, -0.73, 13.94], [-16.77, -1.52, 14.96], [-16.12, -2.27, 16.12], [-15.10, -1.31, 16.86], [-14.16, -0.72, 15.90], [-14.81, -0.06, 14.77], [-13.89, 0.66, 14.02], [-13.32, 0.31, 16.71], [-13.06, -1.85, 15.50], [-16.67, 0.37, 13.15], [-15.84, -1.86, 11.92], [-15.16, -2.74, 13.37], [-14.31, -1.43, 12.68], [-17.52, -0.80, 15.30], [-17.39, -2.30, 14.52], [-15.68, -3.22, 15.82], [-16.85, -2.46, 16.90], [-14.64, -1.81, 17.72], [-15.63, -0.46, 17.29], [-12.51, 0.74, 16.11], [-13.96, 1.17, 16.92], [-12.86, -0.02, 17.63], [-12.62, -2.41, 16.33], [-13.40, -2.37, 14.61], [-12.27, -1.26, 15.03], [-17.46, -0.21, 12.69], [-16.02, 0.97, 12.51], [-17.09, 1.15, 13.79], [-14.24, 1.55, 14.08], [-12.69, -4.43, 27.39], [-12.24, -5.83, 27.28], [-12.47, -6.63, 28.68], [-12.30, -8.06, 28.59], [-13.28, -8.67, 27.52], [-13.26, -8.00, 26.15], [-13.10, -6.47, 26.19], [-12.87, -5.93, 24.96], [-12.11, -8.61, 25.37], [-14.55, -8.29, 25.37], [-10.74, -5.91, 27.04], [-13.77, -4.39, 27.43], [-12.40, -3.85, 26.51], [-12.44, -3.89, 28.30], [-11.75, -6.25, 29.41], [-13.38, -6.34, 29.19], [-12.32, -8.57, 29.55], [-11.26, -8.20, 28.30], [-14.27, -8.83, 27.94], [-12.83, -9.66, 27.46], [-11.21, -8.00, 25.36], [-11.87, -9.60, 25.77], [-12.40, -8.91, 24.36], [-15.05, -9.25, 25.51], [-15.25, -7.48, 25.58], [-14.43, -8.05, 24.31], [-10.23, -5.52, 27.92], [-10.54, -5.59, 26.02], [-10.48, -6.97, 27.04], [-13.78, -5.78, 24.67], [-10.98, -8.14, 17.83], [-11.44, -6.77, 17.79], [-12.57, -6.41, 18.64], [-12.08, -6.38, 20.15], [-12.33, -7.74, 20.72], [-13.68, -7.77, 21.27], [-13.80, -8.93, 22.22], [-13.79, -10.09, 21.46], [-13.75, -11.30, 22.28], [-11.67, -8.88, 17.43], [-10.62, -8.57, 18.77], [-10.21, -8.13, 17.07], [-13.42, -6.99, 18.27], [-12.55, -5.38, 18.27], [-12.75, -5.68, 20.67], [-11.02, -6.13, 20.17], [-11.63, -7.98, 21.41], [-14.41, -7.76, 20.46], [-13.73, -6.84, 21.83], [-14.79, -8.88, 22.68], [-13.22, -8.84, 23.14], [-13.89, -12.14, 21.60], [-14.61, -11.38, 22.93], [-12.96, -11.55, 22.98], [-17.57, -3.82, 23.11], [-17.53, -4.87, 22.18], [-16.35, -4.94, 21.37], [-16.36, -6.30, 20.65], [-17.05, -7.35, 21.39], [-17.73, -8.31, 20.52], [-18.56, -9.18, 21.42], [-18.87, -10.29, 20.44], [-19.52, -11.44, 21.07], [-18.55, -3.82, 23.60], [-17.52, -2.89, 22.55], [-16.76, -3.91, 23.84], [-15.46, -4.91, 22.00], [-16.10, -4.09, 20.74], [-15.33, -6.52, 20.37], [-16.88, -5.96, 19.75], [-17.65, -6.93, 22.09], [-17.00, -8.88, 19.94], [-18.27, -7.77, 19.75], [-19.51, -8.69, 21.63], [-18.02, -9.44, 22.33], [-18.77, -11.83, 21.75], [-19.66, -12.30, 20.41], [-20.41, -11.00, 21.52], [-14.43, -6.63, 23.89], [-13.53, -6.04, 22.98], [-13.57, -4.60, 23.12], [-12.67, -3.72, 22.25], [-13.04, -3.02, 21.04], [-13.79, -3.94, 20.18], [-14.38, -3.09, 19.08], [-15.45, -2.27, 19.55], [-16.01, -1.52, 18.53], [-15.48, -6.39, 23.72], [-14.18, -6.54, 24.95], [-14.44, -7.67, 23.56], [-13.05, -4.48, 24.07], [-14.57, -4.17, 23.18], [-11.73, -4.26, 22.13], [-12.43, -2.86, 22.88], [-13.54, -2.21, 21.39], [-14.60, -4.39, 20.74], [-13.24, -4.74, 19.69], [-14.80, -3.81, 18.37], [-13.56, -2.60, 18.57], [-15.33, -0.86, 17.99], [-16.85, -0.90, 18.86], [-16.57, -2.08, 17.78]],
  "lowdin_charge": [-0.029, -0.435, -0.104, -0.094, -0.280, -0.448, -0.108, -0.009, -0.021, 0.015, -0.029, 0.080, 0.065, 0.070, 0.114, 0.118, 0.133, 0.084, 0.082, 0.136, 0.076, 0.089, 0.095, 0.080, 0.055, 0.069, 0.082, 0.073, 0.074, 0.108, -0.053, -0.450, -0.157, -0.203, -0.101, -0.399, -0.060, -0.123, 0.004, -0.061, -0.032, 0.089, 0.083, 0.091, 0.113, 0.119, 0.119, 0.102, 0.117, 0.103, 0.087, 0.088, 0.053, 0.112, 0.110, -0.062, 0.097, 0.092, 0.057, -0.045, -0.109, -0.220, -0.153, -0.148, -0.028, -0.200, -0.259, -0.123, -0.074, 0.076, 0.071, 0.078, 0.132, 0.107, 0.047, 0.138, 0.111, 0.102, 0.036, 0.115, 0.087, 0.083, 0.075, 0.082, -0.092, -0.187, -0.213, -0.174, -0.036, -0.214, -0.162, -0.237, -0.080, 0.091, 0.093, 0.079, 0.056, 0.102, 0.075, 0.119, 0.098, 0.125, 0.117, 0.120, 0.120, 0.074, 0.078, 0.081, -0.181, -0.154, -0.144, -0.194, -0.007, -0.211, -0.199, -0.108, -0.247, 0.160, 0.060, 0.041, 0.113, 0.120, 0.124, 0.122, 0.111, 0.062, 0.056, 0.140, 0.124, -0.047, 0.128, 0.042],
  "total_charge": 0,
  "max_force_ev_per_a": 11.402,
  "de_lowest_kj_mol": 2715.0
}

=====

No. 2
{
  "formula": "C36H84ClFNO9",
  "method": "ωB97M-V/def2-TZVPD",
  "elements": ["N", "C", "C", "C", "C", "F", "C", "C", "C", "Cl", "C", "O", "O", "H", "H", "H", "H", "H", "H", "H", "H", "H", "H", "H", "H", "H", "H", "C", "C", "O", "C", "C", "H", "H", "H", "H", "H", "H", "H", "H", "H", "H", "C", "C", "O", "C", "C", "H", "H", "H", "H", "H", "H", "H", "H", "H", "H", "C", "C", "O", "C", "C", "H", "H", "H", "H", "H", "H", "H", "H", "H", "H", "C", "C", "O", "C", "C", "H", "H", "H", "H", "H", "H", "H", "H", "H", "H", "C", "C", "O", "C", "C", "H", "H", "H", "H", "H", "H", "H", "H", "H", "H", "C", "C", "O", "C", "C", "H", "H", "H", "H", "H", "H", "H", "H", "H", "H", "C", "C", "O", "C", "C", "H", "H", "H", "H", "H", "H", "H", "H", "H", "H"],
  "positions_angstrom": [[0.46, 4.55, -0.10], [-0.96, 4.35, -0.40], [-1.73, 4.47, 0.93], [-1.54, 3.31, 1.92], [-2.59, 2.19, 1.89], [-3.64, 2.46, 1.00], [-1.17, 2.97, -1.06], [0.02, 2.42, -1.85], [1.18, 1.79, -1.09], [0.65, 0.71, 0.26], [-1.52, 5.44, -1.41], [-2.74, 5.37, -1.61], [-0.67, 6.25, -1.87], [0.57, 5.27, 0.60], [0.92, 4.88, -0.94], [-2.78, 4.65, 0.70], [-1.37, 5.38, 1.43], [-0.56, 2.86, 1.72], [-1.50, 3.71, 2.94], [-3.05, 2.06, 2.87], [-2.15, 1.24, 1.58], [-1.51, 2.22, -0.34], [-2.00, 3.09, -1.76], [0.46, 3.24, -2.43], [-0.36, 1.70, -2.58], [1.75, 1.14, -1.75], [1.84, 2.53, -0.65], [4.27, -0.03, 5.25], [2.81, 0.30, 5.53], [2.02, 0.43, 4.37], [1.91, -0.73, 3.57], [1.27, -1.92, 4.27], [4.69, 0.68, 4.54], [4.85, 0.02, 6.17], [4.39, -1.04, 4.84], [2.75, 1.27, 6.02], [2.39, -0.44, 6.22], [2.89, -1.02, 3.17], [1.30, -0.44, 2.72], [1.90, -2.32, 5.07], [1.11, -2.72, 3.55], [0.31, -1.63, 4.70], [-3.06, -3.96, -2.69], [-1.54, -4.00, -2.72], [-0.93, -2.73, -2.66], [-1.20, -1.97, -1.49], [-0.72, -2.63, -0.21], [-3.43, -3.28, -3.45], [-3.47, -4.95, -2.86], [-3.43, -3.61, -1.72], [-1.20, -4.43, -3.66], [-1.16, -4.65, -1.92], [-2.27, -1.73, -1.42], [-0.68, -1.03, -1.63], [-1.28, -3.54, 0.03], [-0.84, -1.94, 0.63], [0.33, -2.90, -0.29], [6.76, 3.91, 0.07], [5.37, 4.07, -0.52], [4.38, 3.29, 0.12], [4.16, 3.58, 1.49], [3.74, 5.01, 1.77], [7.03, 2.86, 0.12], [7.48, 4.43, -0.55], [6.82, 4.33, 1.08], [5.36, 3.72, -1.56], [5.08, 5.12, -0.54], [5.05, 3.32, 2.08], [3.36, 2.89, 1.79], [4.54, 5.73, 1.57], [3.46, 5.11, 2.82], [2.88, 5.27, 1.15], [2.12, -6.43, -2.03], [2.76, -5.53, -0.99], [1.88, -5.15, 0.06], [1.35, -6.19, 0.85], [2.41, -6.98, 1.60], [1.20, -5.97, -2.41], [2.81, -6.57, -2.87], [1.87, -7.41, -1.63], [3.07, -4.59, -1.44], [3.66, -6.00, -0.58], [0.74, -6.87, 0.24], [0.68, -5.70, 1.55], [3.05, -7.55, 0.93], [1.94, -7.68, 2.29], [3.05, -6.30, 2.17], [-7.51, 8.40, -3.07], [-7.56, 8.07, -1.59], [-8.01, 6.76, -1.30], [-7.19, 5.71, -1.83], [-5.74, 5.75, -1.38], [-8.46, 8.18, -3.55], [-7.28, 9.46, -3.21], [-6.73, 7.83, -3.58], [-8.28, 8.72, -1.09], [-6.59, 8.26, -1.13], [-7.24, 5.72, -2.93], [-7.67, 4.80, -1.50], [-5.19, 6.61, -1.77], [-5.20, 4.87, -1.72], [-5.68, 5.78, -0.29], [-8.30, -0.44, -4.66], [-7.21, -1.37, -4.16], [-6.00, -1.29, -4.88], [-5.35, -0.02, -4.86], [-4.96, 0.44, -3.47], [-8.45, -0.58, -5.73], [-9.23, -0.64, -4.14], [-8.05, 0.61, -4.48], [-7.53, -2.41, -4.27], [-7.03, -1.20, -3.09], [-5.97, 0.73, -5.35], [-4.46, -0.16, -5.48], [-5.83, 0.67, -2.85], [-4.36, 1.35, -3.53], [-4.37, -0.33, -2.97], [6.37, -5.28, 1.85], [6.46, -5.61, 3.33], [5.93, -6.88, 3.67], [6.56, -7.99, 3.07], [8.03, -8.14, 3.42], [5.35, -5.42, 1.49], [6.67, -4.25, 1.68], [7.03, -5.92, 1.26], [5.86, -4.90, 3.90], [7.49, -5.51, 3.69], [6.44, -7.96, 1.98], [6.01, -8.86, 3.43], [8.64, -7.34, 3.00], [8.41, -9.08, 3.03], [8.16, -8.13, 4.50]],
  "lowdin_charge": [0.072, -0.427, -0.129, -0.168, -0.210, -0.071, -0.142, -0.242, -0.542, 0.613, -0.663, -0.051, -0.067, 0.066, 0.073, 0.107, 0.114, 0.074, 0.099, 0.103, 0.086, 0.063, 0.113, 0.119, 0.101, 0.063, 0.035, -0.080, -0.288, -0.158, -0.279, -0.076, 0.077, 0.073, 0.062, 0.117, 0.105, 0.110, 0.068, 0.063, 0.070, 0.082, -0.077, -0.294, -0.157, -0.276, -0.088, 0.078, 0.073, 0.067, 0.115, 0.098, 0.106, 0.087, 0.066, 0.057, 0.073, -0.085, -0.284, -0.167, -0.271, -0.072, 0.078, 0.072, 0.063, 0.118, 0.110, 0.103, 0.117, 0.065, 0.077, 0.065, -0.072, -0.277, -0.171, -0.280, -0.077, 0.072, 0.076, 0.067, 0.122, 0.099, 0.108, 0.118, 0.067, 0.077, 0.073, -0.087, -0.295, -0.172, -0.279, -0.088, 0.076, 0.071, 0.068, 0.112, 0.109, 0.103, 0.111, 0.066, 0.068, 0.085, -0.083, -0.291, -0.170, -0.276, -0.067, 0.079, 0.073, 0.067, 0.115, 0.107, 0.107, 0.117, 0.069, 0.082, 0.072, -0.072, -0.276, -0.166, -0.288, -0.082, 0.064, 0.080, 0.068, 0.118, 0.107, 0.107, 0.117, 0.066, 0.075, 0.081],
  "total_charge": -1,
  "max_force_ev_per_a": 0.821,
  "e_tot_ha": -2713.9775
}